The following is a quantum chemistry calculation of a 2-piece molecular cluster, C3H10NO overall, from the OMol25 dataset.

Results
- Charge: +1
- Orbital gap: 11.0 eV
- Energy above the lowest of the compared OMol25 structures with the same formula, charge and spin: 1.651 eV
- Multiplicity: 1
- Highest occupied orbital energy: -14.579 eV

Element x y z (Å)
C  1.93629  0.00004  1.70416
N  1.48887  -0.82182  0.53029
H  1.82473  1.04945  1.56838
H  1.15984  -0.14952  2.49507
H  2.81821  -0.49181  2.14915
H  2.00859  -0.62421  -0.36426
H  0.50287  -0.47345  0.25967
H  1.51307  -1.86790  0.66916
O  -0.81576  0.35935  0.29834
C  -1.77553  0.21123  -0.45759
C  -1.90235  0.65890  -1.89485
H  -2.83773  -0.28554  -0.08382
H  -2.99252  0.39412  -2.28240
H  -1.28276  0.15357  -2.73922
H  -1.64582  1.88758  -1.85208